Computed, not measured: an isolated molecule of C4H7N5 in a non-equilibrium geometry, with ωB97M-V/def2-TZVPD.

XYZ file:
```
16
Properties=species:S:1:pos:R:3:forces:R:3
H -1.283 -1.428 2.780 -0.134 0.333 -0.401
N -1.656 -0.797 2.054 0.675 -0.058 0.118
C -0.761 -0.453 1.204 0.461 -0.547 -0.199
C -1.122 0.404 0.076 0.925 -0.514 -0.213
C -0.440 0.565 -1.108 -0.770 0.453 0.294
N -1.025 1.223 -2.179 -0.744 -0.125 1.153
N 0.887 0.276 -1.468 -0.010 0.058 0.262
C 1.787 0.058 -0.600 -0.064 -0.690 0.490
N 1.608 -0.136 0.765 0.082 0.002 -0.455
N 0.568 -1.040 1.188 -1.079 0.361 0.358
H -2.134 0.756 0.189 -0.114 0.182 -0.322
H -0.496 1.170 -3.008 0.419 -0.011 -0.915
H -2.033 1.284 -2.264 0.461 -0.101 0.145
H 2.838 -0.012 -0.929 -0.458 0.218 0.147
H 2.447 -0.496 1.169 0.569 0.110 0.236
H 0.816 -1.374 2.131 -0.218 0.329 -0.697
```
Positions in Å, forces in eV/Å.

**Gap between HOMO and LUMO**: 8.5250 eV
**HOMO level**: -7.965 eV
**Electronic energy**: -430.344144 Eh
**LUMO**: 0.56 eV
**Energy above the lowest of the compared OMol25 structures with the same formula, charge and spin**: 74.19 kcal per mole
**Max |F|**: 1.38 eV Å⁻¹

Atom charges from the natural (NBO) analysis, given in e for atoms 1 to 5: 0.323, -0.683, 0.418, -0.442, 0.382